DFT (wB97M-V/def2-TZVPD) results for 11 unconnected molecules or ions with the total composition C66H165N11O22.

As for the total energy: -132531.9115 eV. For the HOMO-LUMO gap, the calculation gives 8.796 eV. Its SMILES is COCCNCCOC.COCCNCCOC.COCCNCCOC.COCCNCCOC.COCCNCCOC.COCCNCCOC.COCCNCCOC.COCCNCCOC.COCCNCCOC.COCCNCCOC.COCCNCCOC. For the energy above the lowest of the compared OMol25 structures with the same formula, charge and spin, the calculation gives 768.0 kJ/mol.

Element x y z (Å)
C 1.247 -5.016 -3.648
O 1.231 -3.727 -4.219
C 1.806 -2.683 -3.422
C 1.737 -1.330 -4.204
N 0.378 -0.785 -4.235
C 0.120 0.105 -5.339
C -1.420 0.198 -5.422
O -1.778 -1.071 -5.883
C -3.203 -1.230 -5.996
H 0.717 -5.136 -2.704
H 2.272 -5.376 -3.553
H 0.818 -5.798 -4.274
H 2.854 -2.975 -3.356
H 1.329 -2.493 -2.460
H 2.058 -1.512 -5.230
H 2.363 -0.655 -3.620
H -0.142 -1.585 -4.568
H 0.434 -0.212 -6.333
H 0.750 0.979 -5.170
H -1.801 1.016 -6.033
H -1.814 0.449 -4.437
H -3.449 -2.148 -6.529
H -3.478 -0.422 -6.674
H -3.674 -1.156 -5.016
C -6.764 -15.491 -6.440
O -6.093 -14.575 -5.556
C -6.116 -14.896 -4.165
C -5.430 -13.759 -3.317
N -6.339 -12.699 -3.081
C -6.331 -11.575 -4.074
C -5.174 -10.521 -3.934
O -5.151 -9.475 -4.904
C -4.128 -8.497 -4.814
H -6.321 -16.479 -6.312
H -6.724 -15.255 -7.503
H -7.832 -15.568 -6.240
H -5.615 -15.819 -3.876
H -7.144 -14.956 -3.807
H -4.536 -13.326 -3.766
H -5.077 -14.050 -2.328
H -6.382 -12.385 -2.122
H -7.242 -11.059 -3.773
H -6.508 -11.868 -5.109
H -4.157 -10.898 -3.826
H -5.376 -10.093 -2.952
H -4.123 -8.018 -3.835
H -4.194 -7.783 -5.635
H -3.105 -8.809 -5.024
C -3.037 7.225 -1.115
O -2.729 8.474 -1.791
C -1.577 8.361 -2.624
C -1.232 9.791 -3.223
N -2.339 10.258 -4.055
C -2.211 11.566 -4.749
C -3.583 11.835 -5.490
O -4.523 12.422 -4.541
C -5.866 12.616 -5.030
H -4.046 7.194 -0.704
H -2.309 7.075 -0.318
H -3.021 6.380 -1.804
H -1.786 7.570 -3.345
H -0.748 7.956 -2.045
H -0.357 9.685 -3.864
H -0.978 10.517 -2.452
H -3.201 10.139 -3.543
H -1.410 11.531 -5.488
H -2.015 12.445 -4.134
H -3.931 10.900 -5.928
H -3.458 12.571 -6.283
H -5.957 13.613 -5.460
H -6.566 12.629 -4.195
H -6.227 11.846 -5.712
C -2.910 2.669 6.209
O -2.176 3.859 6.365
C -1.236 3.708 7.444
C -0.128 4.763 7.407
N -0.652 6.125 7.469
C 0.388 7.133 7.380
C -0.275 8.540 7.338
O 0.641 9.524 6.829
C -0.105 10.784 6.568
H -3.614 2.408 6.999
H -2.270 1.787 6.202
H -3.418 2.727 5.247
H -0.717 2.750 7.419
H -1.755 3.657 8.402
H 0.565 4.476 6.616
H 0.473 4.598 8.302
H -1.340 6.295 6.749
H 1.103 6.948 6.579
H 0.950 7.028 8.308
H -0.753 8.936 8.234
H -1.115 8.467 6.646
H -0.637 11.182 7.432
H -0.761 10.686 5.703
H 0.573 11.550 6.191
C 6.989 4.803 -4.042
O 8.216 4.738 -4.766
C 9.261 4.170 -4.003
C 10.616 4.593 -4.488
N 10.991 4.221 -5.833
C 12.211 4.812 -6.238
C 12.553 4.506 -7.748
O 13.951 4.791 -8.055
C 14.175 5.011 -9.418
H 6.878 5.509 -3.219
H 6.669 3.858 -3.603
H 6.281 5.171 -4.784
H 9.152 3.085 -4.017
H 9.156 4.345 -2.932
H 11.437 4.342 -3.817
H 10.534 5.679 -4.444
H 10.258 4.600 -6.416
H 13.002 4.284 -5.705
H 12.157 5.894 -6.118
H 11.987 5.229 -8.336
H 12.268 3.499 -8.051
H 15.257 5.049 -9.548
H 13.897 6.001 -9.781
H 13.777 4.252 -10.092
C -10.038 -8.694 1.192
O -9.323 -9.521 2.161
C -9.667 -10.889 2.030
C -8.416 -11.723 2.505
N -7.155 -11.292 1.951
C -6.017 -11.790 2.726
C -4.851 -10.932 2.286
O -5.015 -9.548 2.693
C -4.108 -8.658 2.090
H -9.942 -7.665 1.537
H -11.117 -8.838 1.255
H -9.608 -8.833 0.200
H -9.872 -11.063 0.973
H -10.543 -11.179 2.609
H -8.542 -12.779 2.266
H -8.476 -11.695 3.593
H -7.133 -10.298 2.127
H -5.814 -12.809 2.398
H -6.111 -11.780 3.812
H -4.741 -10.926 1.202
H -3.915 -11.305 2.701
H -4.192 -7.617 2.401
H -4.251 -8.816 1.021
H -3.091 -8.987 2.300
C -14.637 -5.620 -3.291
O -14.152 -4.955 -4.449
C -13.428 -3.783 -4.318
C -14.235 -2.625 -3.735
N -13.632 -1.274 -3.806
C -12.471 -1.113 -2.895
C -11.853 0.320 -2.866
O -10.839 0.326 -1.833
C -10.044 1.447 -1.945
H -15.391 -5.055 -2.743
H -13.839 -5.784 -2.568
H -15.147 -6.564 -3.486
H -13.082 -3.559 -5.327
H -12.527 -3.868 -3.710
H -14.437 -2.873 -2.693
H -15.213 -2.685 -4.213
H -14.349 -0.656 -3.453
H -11.669 -1.770 -3.231
H -12.712 -1.373 -1.864
H -12.656 1.033 -2.678
H -11.464 0.552 -3.858
H -10.624 2.365 -1.843
H -9.480 1.447 -2.877
H -9.251 1.414 -1.199
C 2.650 0.880 11.724
O 3.408 1.170 10.598
C 4.693 0.606 10.547
C 5.575 1.187 9.341
N 5.859 2.558 9.730
C 6.986 3.137 9.035
C 6.955 4.718 9.087
O 5.799 5.200 8.325
C 5.821 6.633 8.339
H 2.984 0.007 12.285
H 1.626 0.703 11.393
H 2.711 1.625 12.517
H 4.510 -0.458 10.398
H 5.214 0.757 11.492
H 5.035 1.109 8.398
H 6.503 0.666 9.102
H 5.086 3.181 9.548
H 7.034 2.858 7.983
H 7.892 2.729 9.483
H 7.852 5.099 8.599
H 6.978 5.158 10.084
H 5.810 6.974 9.374
H 5.008 7.106 7.788
H 6.756 7.017 7.930
C 5.431 -4.487 2.165
O 4.670 -5.694 2.287
C 4.770 -6.392 3.486
C 3.913 -7.639 3.516
N 4.402 -8.515 2.468
C 3.607 -9.791 2.459
C 3.866 -10.660 1.162
O 3.247 -10.165 -0.026
C 3.454 -10.803 -1.222
H 6.500 -4.672 2.268
H 5.095 -3.684 2.822
H 5.241 -4.031 1.194
H 4.458 -5.700 4.268
H 5.808 -6.696 3.623
H 2.868 -7.393 3.327
H 3.948 -8.191 4.455
H 4.256 -7.982 1.623
H 2.580 -9.554 2.734
H 3.934 -10.453 3.261
H 3.518 -11.627 1.525
H 4.951 -10.720 1.076
H 3.286 -10.223 -2.130
H 2.884 -11.727 -1.322
H 4.478 -11.100 -1.447
C -4.773 -2.756 -0.692
O -3.697 -2.546 0.183
C -3.022 -1.277 0.146
C -1.739 -1.320 0.965
N -1.139 -0.014 0.777
C -0.017 0.111 1.708
C 0.734 1.441 1.544
O 1.897 1.421 2.367
C 2.681 2.644 2.404
H -4.496 -2.433 -1.695
H -5.694 -2.252 -0.402
H -5.005 -3.821 -0.704
H -3.623 -0.409 0.416
H -2.661 -1.078 -0.863
H -1.060 -2.015 0.471
H -1.870 -1.666 1.991
H -0.863 0.117 -0.185
H 0.665 -0.739 1.676
H -0.408 0.046 2.724
H 0.115 2.218 1.992
H 0.947 1.672 0.500
H 2.801 3.219 1.485
H 3.709 2.566 2.759
H 2.138 3.336 3.047
C 13.365 12.816 -0.314
O 13.235 11.737 0.588
C 12.880 10.487 0.023
C 11.355 10.331 -0.390
N 10.443 10.128 0.696
C 9.070 10.006 0.162
C 7.977 9.895 1.288
O 6.709 9.995 0.622
C 5.599 9.905 1.494
H 13.808 12.479 -1.250
H 14.095 13.482 0.146
H 12.429 13.330 -0.537
H 13.222 9.752 0.752
H 13.539 10.480 -0.846
H 11.375 9.548 -1.148
H 11.124 11.260 -0.911
H 10.587 10.901 1.329
H 8.967 9.086 -0.413
H 8.833 10.848 -0.489
H 8.122 10.725 1.979
H 8.100 8.934 1.789
H 5.631 9.140 2.270
H 4.774 9.742 0.801
H 5.407 10.876 1.951

Mulliken atomic charge list, values in e, 4 entries: -0.77 -0.31 -0.58 -0.76